<a>
Molecular formula: C6H15NO
Method: DFT, wB97M-V/def2-TZVPD

Computed properties:
- Charge: 0
- HOMO energy: -8.174 eV
- LUMO: 0.818 eV
- SMILES: CCN1CCCC1.O

```
23
Properties=species:S:1:pos:R:3:mulliken_charge:R:1
C -0.666 -0.799 -0.248 -0.64
N 0.553 -0.196 -0.699 -0.03
C 1.487 0.248 0.349 -0.53
C 2.235 -1.114 0.854 -1.06
C 0.281 1.028 -1.635 -0.74
C -1.268 1.183 -1.618 -0.32
C -1.861 0.234 -0.629 -0.62
H -0.722 -1.750 -0.856 0.30
H -0.917 -1.105 0.721 0.21
H 0.984 0.568 1.299 0.34
H 2.166 1.096 0.100 0.42
H 3.157 -0.722 1.442 0.30
H 2.571 -1.841 0.128 0.35
H 1.574 -1.597 1.543 0.27
H 0.614 0.759 -2.664 0.27
H 0.784 1.908 -1.308 0.38
H -1.683 0.967 -2.632 0.24
H -1.453 2.272 -1.314 0.22
H -2.821 -0.268 -1.031 0.30
H -2.254 0.705 0.228 0.32
H -0.426 -0.970 2.183 0.31
H -1.637 -0.317 3.004 0.33
O -0.698 -0.288 2.785 -0.62
```

---

<b>
Molecular formula: C6H15NO
Method: DFT, wB97M-V/def2-TZVPD

Computed properties:
- Charge: 0
- HOMO energy: -8.588 eV
- LUMO: 1.091 eV
- SMILES: CCN(C)[C@@H](C)OC

```
23
Properties=species:S:1:pos:R:3:mulliken_charge:R:1
C 0.617 1.276 0.649 -0.42
C 1.177 -2.128 -0.735 -0.74
C 1.728 1.358 -0.388 -1.15
O 0.410 -1.026 -1.201 -0.38
H 1.083 1.479 1.620 0.37
H -0.100 2.082 0.460 0.35
H 1.695 -2.568 -1.592 0.27
H 0.573 -2.920 -0.282 0.30
H 1.920 -1.768 -0.018 0.28
H 1.336 1.312 -1.408 0.26
H 2.244 2.320 -0.290 0.42
H 2.482 0.581 -0.234 0.23
C -1.224 0.211 1.872 -1.09
C -1.659 0.159 -1.179 -1.42
C -0.682 -0.653 -0.323 0.01
N -0.169 -0.022 0.885 0.05
H -1.194 -1.585 -0.048 0.54
H -1.936 0.979 1.547 0.39
H -1.782 -0.707 2.089 0.32
H -0.789 0.544 2.821 0.34
H -1.241 1.125 -1.475 0.28
H -1.883 -0.376 -2.108 0.42
H -2.607 0.326 -0.661 0.35
```

---

Energies in eV, measured from the most stable structure: <a> 1.211; <b> 0.000.

---

<a>
Molecular formula: C6H15NO
Method: DFT, wB97M-V/def2-TZVPD

Computed properties:
- Charge: 0
- HOMO energy: -8.916 eV
- LUMO: 0.895 eV
- SMILES: CC[C@@H](C)[C@@H](N)CO

```
23
Properties=species:S:1:pos:R:3:mulliken_charge:R:1
C -1.761 -1.063 -0.960 -0.85
O -1.493 -2.479 -1.170 -0.55
C -1.107 -0.669 0.350 0.09
C 0.494 -0.402 0.378 0.81
C 0.993 0.089 1.690 -1.86
C 0.697 0.599 -0.797 -0.53
C 1.931 1.500 -0.738 -1.52
N -1.885 0.437 0.921 -0.66
H -1.415 -0.490 -1.815 0.28
H -2.841 -1.044 -0.853 0.37
H -0.770 -2.611 -1.794 0.31
H -1.181 -1.491 1.069 0.39
H 0.899 -1.384 0.128 0.28
H 0.605 1.013 2.129 0.40
H 1.035 -0.735 2.397 0.39
H 2.040 0.387 1.562 0.45
H -0.140 1.311 -0.896 0.27
H 0.620 0.046 -1.739 0.28
H 1.993 2.101 0.159 0.35
H 1.983 2.146 -1.614 0.40
H 2.794 0.821 -0.671 0.37
H -1.846 1.283 0.377 0.23
H -1.644 0.635 1.886 0.27
```

---

<b>
Molecular formula: C6H15NO
Method: DFT, wB97M-V/def2-TZVPD

Computed properties:
- Charge: 0
- HOMO energy: -8.919 eV
- LUMO: 0.949 eV
- SMILES: C/C=C/C[C@@H](C)N.O

```
23
Properties=species:S:1:pos:R:3:mulliken_charge:R:1
C 2.031 -1.027 -0.436 -1.61
C 0.494 -1.251 -0.239 0.75
C -0.004 -0.807 1.164 -0.89
C -0.980 0.300 1.217 -0.50
C -0.865 1.392 0.442 0.12
C -2.068 2.301 0.537 -1.14
N 0.355 -2.696 -0.575 -0.80
H 2.199 0.062 -0.661 0.34
H 2.603 -1.250 0.477 0.41
H 2.463 -1.665 -1.206 0.42
H -0.074 -0.650 -0.959 0.05
H 0.937 -0.621 1.740 0.28
H -0.235 -1.694 1.844 0.43
H -1.847 0.026 1.785 0.25
H 0.061 1.823 0.067 0.43
H -2.854 1.865 1.129 0.34
H -1.635 3.123 1.152 0.23
H -2.553 2.656 -0.382 0.31
H 1.187 -3.154 -0.215 0.27
H -0.377 -3.040 0.048 0.29
H 1.176 1.324 -2.252 0.30
H -0.365 1.176 -2.364 0.34
O 0.352 1.808 -2.315 -0.63
```

---

Energies in eV, measured from the most stable structure: <a> 0.000; <b> 0.989.

---

<a>
Molecular formula: C3H7N
Method: DFT, wB97M-V/def2-TZVPD

Computed properties:
- Charge: 0
- HOMO energy: -8.960 eV
- LUMO: 1.251 eV
- SMILES: CN1CC1

```
11
Properties=species:S:1:pos:R:3:mulliken_charge:R:1
C -1.335 -0.009 -0.083 -0.78
C 0.932 0.795 -0.032 -0.31
C 1.047 -0.686 -0.019 -0.40
H -1.756 -1.098 -0.190 0.26
H -1.398 0.142 1.017 0.30
H -2.096 0.710 -0.480 0.27
H 0.490 1.260 0.871 0.23
H 1.600 1.448 -0.623 0.21
H 0.893 -1.247 0.856 0.24
H 1.673 -1.324 -0.672 0.20
N -0.051 0.009 -0.645 -0.22
```

---

<b>
Molecular formula: C3H7N
Method: DFT, wB97M-V/def2-TZVPD

Computed properties:
- Charge: 0
- HOMO energy: -9.541 eV
- LUMO: 1.162 eV
- SMILES: C=C.C=N

```
11
Properties=species:S:1:pos:R:3:mulliken_charge:R:1
C -1.373 -0.048 -0.760 -0.38
C -1.467 -0.695 -1.974 -0.61
H -0.637 0.709 -0.681 0.27
H -2.060 -0.401 0.000 0.23
H -0.846 -0.384 -2.788 0.24
H -2.066 -1.543 -2.152 0.26
C 2.010 0.215 1.744 -0.27
N 1.156 0.807 0.961 -0.43
H 2.763 -0.419 1.388 0.28
H 1.958 0.381 2.800 0.20
H 0.561 1.378 1.462 0.22
```

---

<c>
Molecular formula: C3H7N
Method: DFT, wB97M-V/def2-TZVPD

Computed properties:
- Charge: 0
- HOMO energy: -7.673 eV
- LUMO: 1.280 eV
- SMILES: C/C=C/N

```
11
Properties=species:S:1:pos:R:3:mulliken_charge:R:1
C 0.801 1.398 -1.022 -0.88
C 0.312 0.086 -0.451 -0.29
C -0.530 -0.023 0.600 -0.01
N -0.597 -1.373 0.986 -0.48
H 1.842 1.094 -1.551 0.23
H 0.126 1.719 -1.870 0.24
H 1.029 2.082 -0.195 0.31
H 0.735 -0.892 -0.829 0.12
H -1.277 0.565 1.018 0.35
H -1.505 -1.654 1.431 0.22
H -0.269 -2.064 0.336 0.19
```

---

<d>
Molecular formula: C3H7N
Method: DFT, wB97M-V/def2-TZVPD

Computed properties:
- Charge: 0
- HOMO energy: -7.993 eV
- LUMO: 0.402 eV

```
11
Properties=species:S:1:pos:R:3:mulliken_charge:R:1
C 1.198 -0.123 -0.629 -1.28
C -0.013 -0.646 0.150 0.68
C -1.055 0.517 0.531 -1.33
N -1.122 -0.987 -0.544 -0.58
H 2.077 -0.760 -0.502 0.32
H 1.452 0.874 -0.372 0.31
H 0.980 -0.158 -1.691 0.36
H -0.511 1.154 1.228 0.40
H 0.226 -1.230 1.048 0.37
H -1.297 1.201 -0.264 0.36
H -1.936 0.158 1.045 0.39
```

---

Energies in eV, measured from the most stable structure: <a> 0.336; <b> 0.620; <c> 0.000; <d> 2.695.